# 1
ORCA calculation (wB97M-V/def2-TZVPD) on C4H6N2O in the gas phase.

Bonds (Å) are listed after each position.
Element x y z (Å)
1 C -2.0488 0.0418 -0.0312  C2 1.486, H8 1.133, H9 1.124, H10 1.088
2 C -0.5819 -0.1831 -0.1134  C1 1.486, C3 1.355, N7 1.391
3 C 0.4476 -0.5017 -0.9347  C2 1.355, C4 1.431, H11 1.077
4 C 1.5875 -0.0571 -0.1925  C3 1.431, O5 1.337, N6 1.301
5 O 2.8352 -0.0854 -0.6719  C4 1.337, H12 0.966
6 N 1.3142 0.4293 0.9825  C4 1.301, N7 1.355
7 N -0.0369 0.3568 1.0470  C2 1.391, N6 1.355, H13 1.013
8 H -1.9225 0.5840 0.9562  C1 1.133
9 H -2.6881 -0.8328 -0.3307  C1 1.124
10 H -2.3750 0.8602 -0.6691  C1 1.088
11 H 0.4441 -0.8797 -1.9426  C3 1.077
12 H 3.3849 0.3447 -0.0037  O5 0.966
13 H -0.3602 -0.0769 1.9041  N7 1.013

E_tot in a.u.: -340.71844
Energy relative to the best compared isomer or geometry (same formula, charge and spin) in kJ/mol: 200.8
Structure (SMILES): Cc1cc(O)n[nH]1
2S+1: 1
Frontier orbital gap in eV: 9.874

Atomic partial charges in e from the natural (NBO) method, atoms 1 to 4:
1. C -0.6741
2. C 0.1839
3. C -0.3793
4. C 0.4574

=====

# 2
ORCA calculation (wB97M-V/def2-TZVPD) on C4H6N2O in the gas phase.

Bonds (Å) are listed after each position.
Element x y z (Å)
1 N -1.9055 0.6037 -0.0414  C2 1.428, H8 1.017, H9 1.013
2 C -0.5034 0.3370 -0.0920  N1 1.428, C3 1.370, C7 1.428
3 C -0.0320 -0.9392 -0.2509  C2 1.370, O4 1.355, N5 1.362
4 O -0.7961 -2.0568 -0.1977  C3 1.355, H10 0.977
5 N 1.3259 -0.9426 -0.1494  C3 1.362, C6 1.380, H11 1.007
6 C 1.7506 0.3500 0.0833  N5 1.380, C7 1.372, H12 1.081
7 C 0.6428 1.1587 0.1291  C2 1.428, C6 1.372, H13 1.081
8 H -2.3046 0.8459 -0.9447  N1 1.017
9 H -2.1291 1.3421 0.6152  N1 1.013
10 H -1.3506 -1.7504 0.5456  O4 0.977
11 H 1.8943 -1.7733 -0.1721  N5 1.007
12 H 2.7992 0.5744 0.2169  C6 1.081
13 H 0.6402 2.2235 0.3165  C7 1.081

E_tot in a.u.: -340.75077
Energy relative to the best compared isomer or geometry (same formula, charge and spin) in kJ/mol: 115.9
Structure (SMILES): Nc1cc[nH]c1O
2S+1: 1
Frontier orbital gap in eV: 8.611

Atomic partial charges in e from the natural (NBO) method, atoms 1 to 4:
1. N -0.8462
2. C -0.0292
3. C 0.3836
4. O -0.6693

=====

# 3
ORCA calculation (wB97M-V/def2-TZVPD) on C4H6N2O in the gas phase.

Bonds (Å) are listed after each position.
Element x y z (Å)
1 N -1.5727 0.3138 -0.1173  C2 1.332, C4 1.728, H8 1.049
2 C -1.6749 -0.0826 1.1498  N1 1.332, O3 1.222, H9 1.099
3 O -0.7806 -0.7934 1.5842  C2 1.222
4 C -0.0898 -0.4507 -0.5663  N1 1.728, C5 1.560, H10 1.068, H11 1.115
5 C 1.1907 0.1957 0.0467  C4 1.560, C6 1.476, H12 1.090, H13 1.100
6 C 2.2806 0.2612 -0.9465  C5 1.476, N7 1.158
7 N 3.1231 0.3091 -1.7394  C6 1.158
8 H -2.3449 0.9193 -0.4876  N1 1.049
9 H -2.5153 0.2165 1.7919  C2 1.099
10 H -0.1539 -0.2620 -1.6153  C4 1.068
11 H -0.0188 -1.5495 -0.3918  C4 1.115
12 H 0.9435 1.2146 0.3431  C5 1.090
13 H 1.5772 -0.3123 0.9426  C5 1.100

E_tot in a.u.: -340.70727
Energy relative to the best compared isomer or geometry (same formula, charge and spin) in kJ/mol: 230.1
Structure (SMILES): N#CCCNC=O
2S+1: 1
Frontier orbital gap in eV: 10.993

Atomic partial charges in e from the natural (NBO) method, atoms 1 to 4:
1. N -0.6669
2. C 0.4937
3. O -0.6432
4. C -0.1442

=====

# 4
ORCA calculation (wB97M-V/def2-TZVPD) on C4H6N2O in the gas phase.

Bonds (Å) are listed after each position.
Element x y z (Å)
1 C -0.1173 0.1858 -1.2724  C4 1.447, H5 1.023, H6 1.136, N11 1.514
2 C -0.0597 -0.3527 1.5470  C3 1.506, H8 1.120, N12 1.333
3 C 0.2253 0.9934 0.9338  C2 1.506, C4 1.513, H9 1.067, O13 1.418
4 C 0.9206 0.4791 -0.3078  C1 1.447, C3 1.513, H10 1.110, O13 1.415
5 H 0.2669 -0.3434 -2.0592  C1 1.023
6 H -0.8852 0.8978 -1.7122  C1 1.136
7 H -1.0058 -1.6660 -1.0704  N11 0.974
8 H 0.0459 -0.7535 2.5878  C2 1.120
9 H -0.6906 1.5158 0.7686  C3 1.067
10 H 1.5095 -0.4427 -0.1206  C4 1.110
11 N -0.9036 -0.8676 -0.5214  C1 1.514, H7 0.974, N12 1.359
12 N -0.7330 -1.2118 0.7827  C2 1.333, N11 1.359
13 O 1.4268 1.5659 0.4440  C3 1.418, C4 1.415

E_tot in a.u.: -340.58568
Energy relative to the best compared isomer or geometry (same formula, charge and spin) in kJ/mol: 549.3
Structure (SMILES): C1=NNC[C@H]2O[C@H]12
2S+1: 1
Frontier orbital gap in eV: 9.623

Atomic partial charges in e from the natural (NBO) method, atoms 1 to 4:
1. C -0.2678
2. C -0.0685
3. C -0.0236
4. C 0.0547

=====

# 5
ORCA calculation (wB97M-V/def2-TZVPD) on 2 unconnected molecules or ions with the total composition C4H6N2O.

Bonds (Å) are listed after each position.
Element x y z (Å)
1 N -2.4476 0.4888 -1.2277  C2 1.211
2 C -1.7175 0.2540 -0.2904  N1 1.211, O3 1.330, H8 1.271
3 O -1.1320 -0.6784 0.4551  C2 1.330, C4 1.437
4 C 0.1436 -1.1597 0.0017  O3 1.437, C5 1.531, H10 1.094, H11 1.091
5 C 1.2941 -0.3217 0.5651  C4 1.531, C6 1.467, H12 1.095, H13 1.096
6 C 1.5319 0.9194 -0.1797  C5 1.467, N7 1.156
7 N 1.7298 1.8821 -0.7890  C6 1.156
8 H -1.8326 1.5137 -0.4186  C2 1.271
9 H -1.2360 1.4630 0.4258  no bonds
10 H 0.1591 -1.1927 -1.0919  C4 1.094
11 H 0.2099 -2.1756 0.3940  C4 1.091
12 H 1.0813 -0.0799 1.6115  C5 1.095
13 H 2.2160 -0.9131 0.5442  C5 1.096

E_tot in a.u.: -340.56867
Energy relative to the best compared isomer or geometry (same formula, charge and spin) in kJ/mol: 594.0
2S+1: 1
Frontier orbital gap in eV: 9.857

Atomic partial charges in e from the natural (NBO) method, atoms 1 to 4:
1. N -0.5097
2. C 0.3762
3. O -0.5063
4. C -0.0526

=====

# 6
ORCA calculation (wB97M-V/def2-TZVPD) on 2 unconnected molecules or ions with the total composition C4H6N2O.

Bonds (Å) are listed after each position.
Element x y z (Å)
1 C 1.9013 -1.0223 0.2349  O2 1.380, H8 1.156, H10 1.089
2 O 1.2045 -0.1494 -0.5752  C1 1.380, C3 1.353
3 C -0.1161 0.0313 -0.3441  O2 1.353, C4 1.363, N7 1.370
4 C -1.0764 -0.6589 0.3327  C3 1.363, N5 1.379, H11 1.080
5 N -2.2628 0.0425 0.2839  C4 1.379, C6 1.305
6 C -2.0142 1.1178 -0.4121  N5 1.305, N7 1.369, H12 1.082
7 N -0.7116 1.1658 -0.8297  C3 1.370, C6 1.369, H13 1.008
8 H 1.7115 -1.1745 1.3648  C1 1.156
9 H 2.4807 -0.3079 1.4639  no bonds
10 H 2.8099 -1.2585 -0.3167  C1 1.089
11 H -0.9750 -1.6055 0.8434  C4 1.080
12 H -2.7220 1.9022 -0.6463  C6 1.082
13 H -0.2603 1.8846 -1.3745  N7 1.008

E_tot in a.u.: -340.62535
Energy relative to the best compared isomer or geometry (same formula, charge and spin) in kJ/mol: 445.2
2S+1: 1
Frontier orbital gap in eV: 8.909

Atomic partial charges in e from the natural (NBO) method, atoms 1 to 4:
1. C -0.2496
2. O -0.4919
3. C 0.3870
4. C -0.1846

=====

# 7
ORCA calculation (wB97M-V/def2-TZVPD) on C4H6N2O in the gas phase.

Bonds (Å) are listed after each position.
Element x y z (Å)
1 N -2.0218 -0.1582 -0.1390  C2 1.367, H8 1.010, H9 1.013
2 C -0.7327 0.0419 0.2704  N1 1.367, C3 1.433, N7 1.323
3 C 0.0508 1.2407 0.2267  C2 1.433, C4 1.380, H10 1.081
4 C 1.3503 0.8456 0.4708  C3 1.380, C5 1.435, H11 1.085
5 C 1.4086 -0.5862 0.5491  C4 1.435, O6 1.444, N7 1.452
6 O 1.6342 -1.1006 -0.7816  C5 1.444, H12 0.981
7 N 0.0152 -0.9264 0.7728  C2 1.323, C5 1.452, H13 1.009
8 H -2.2886 0.4522 -0.8983  N1 1.010
9 H -2.2381 -1.1271 -0.3409  N1 1.013
10 H -0.3417 2.2277 0.0236  C3 1.081
11 H 2.2361 1.4719 0.4418  C4 1.085
12 H 1.1699 -0.4790 -1.3819  O6 0.981
13 H -0.2420 -1.9024 0.7865  N7 1.009

E_tot in a.u.: -340.65737
Energy relative to the best compared isomer or geometry (same formula, charge and spin) in kJ/mol: 361.1
Structure (SMILES): Nc1ccc(O)[nH]1
2S+1: 1
Frontier orbital gap (alpha / beta) in eV: 7.421 / 7.425

Atomic partial charges in e from the natural (NBO) method, atoms 1 to 4:
1. N -0.7866
2. C 0.4423
3. C -0.4234
4. C -0.1271

=====

# 8
ORCA calculation (wB97M-V/def2-TZVPD) on C4H6N2O in the gas phase.

Bonds (Å) are listed after each position.
Element x y z (Å)
1 C -0.1442 -0.7257 1.6374  N7 1.479, H8 1.088, H9 1.091, H10 1.100
2 C -1.3675 -0.6313 -0.3107  C3 1.357, N7 1.453
3 C -1.3382 0.3924 -1.2014  C2 1.357, N4 1.417, H11 1.077
4 N -0.0265 0.9097 -1.3464  C3 1.417, C5 1.320, H12 1.009
5 C 0.7556 0.2548 -0.5083  N4 1.320, O6 1.346, N7 1.355
6 O 2.0819 0.4873 -0.5056  C5 1.346, H13 0.966
7 N 0.0038 -0.6470 0.1680  C1 1.479, C2 1.453, C5 1.355
8 H 0.7580 -0.4059 2.1553  C1 1.088
9 H -0.4441 -1.7403 1.9035  C1 1.091
10 H -0.9792 -0.0702 1.9240  C1 1.100
11 H -2.1671 0.8958 -1.6692  C3 1.077
12 H 0.3027 1.5800 -2.0253  N4 1.009
13 H 2.5648 -0.2995 -0.2215  O6 0.966

E_tot in a.u.: -340.66121
Energy relative to the best compared isomer or geometry (same formula, charge and spin) in kJ/mol: 351.0
2S+1: 1
Frontier orbital gap in eV: 7.908

Atomic partial charges in e from the natural (NBO) method, atoms 1 to 4:
1. C -0.3974
2. C -0.1711
3. C -0.2585
4. N -0.5218

=====

# 9
ORCA calculation (wB97M-V/def2-TZVPD) on C4H6N2O in the gas phase.

Bonds (Å) are listed after each position.
Element x y z (Å)
1 N -1.7938 -0.2144 -0.1426  C2 1.425, H8 1.017, H9 1.018
2 C -0.3704 -0.1846 -0.2135  N1 1.425, C3 1.516, O6 1.425, N7 1.475
3 C 0.3029 1.1501 0.0373  C2 1.516, C4 1.336, H10 1.086
4 C 1.4027 0.9144 0.7585  C3 1.336, C5 1.518, H11 1.083
5 C 1.4153 -0.4923 1.3299  C4 1.518, N7 1.323
6 O 0.0624 -0.6929 -1.4721  C2 1.425, H12 0.970
7 N 0.2888 -0.9817 0.8382  C2 1.475, C5 1.323, H13 1.013
8 H -2.1569 0.3572 -0.9007  N1 1.017
9 H -2.1117 -1.1628 -0.3337  N1 1.018
10 H -0.0664 2.0853 -0.3725  C3 1.086
11 H 2.1930 1.6241 0.9708  C4 1.083
12 H 0.9906 -0.4291 -1.5663  O6 0.970
13 H -0.0004 -1.9398 0.9932  N7 1.013

E_tot in a.u.: -340.67985
Energy relative to the best compared isomer or geometry (same formula, charge and spin) in kJ/mol: 302.1
2S+1: 1
Frontier orbital gap in eV: 8.762

Atomic partial charges in e from the natural (NBO) method, atoms 1 to 4:
1. N -0.8137
2. C 0.4541
3. C -0.1929
4. C -0.2962

=====

# 10
ORCA calculation (wB97M-V/def2-TZVPD) on C4H6N2O in the gas phase.

Bonds (Å) are listed after each position.
Element x y z (Å)
1 N -1.4658 1.1803 -0.1515  C2 1.265, H8 1.017
2 C -1.8754 0.0311 0.1824  N1 1.265, O3 1.343, H9 1.094
3 O -1.0804 -1.0443 0.3100  C2 1.343, C4 1.425
4 C 0.2436 -0.9712 -0.2123  O3 1.425, C5 1.543, H10 1.094, H11 1.092
5 C 1.1669 0.0377 0.5016  C4 1.543, C6 1.465, H12 1.091, H13 1.094
6 C 2.1605 0.5287 -0.4558  C5 1.465, N7 1.157
7 N 2.9067 0.8932 -1.2611  C6 1.157
8 H -2.2382 1.8415 -0.1616  N1 1.017
9 H -2.9051 -0.2552 0.4139  C2 1.094
10 H 0.1924 -0.7364 -1.2795  C4 1.094
11 H 0.6343 -1.9836 -0.0915  C4 1.092
12 H 0.5837 0.8926 0.8477  C5 1.091
13 H 1.6768 -0.4142 1.3575  C5 1.094

E_tot in a.u.: -340.74183
Energy relative to the best compared isomer or geometry (same formula, charge and spin) in kJ/mol: 139.4
Structure (SMILES): [H]/N=C/OCCC#N
2S+1: 1
Frontier orbital gap in eV: 11.477

Atomic partial charges in e from the natural (NBO) method, atoms 1 to 4:
1. N -0.7298
2. C 0.4134
3. O -0.4940
4. C -0.0607